{
  "formula": "C11H13FeN3O5P",
  "method": "ωB97M-V/def2-TZVPD",
  "symbols": ["O", "C", "Fe", "O", "C", "C", "O", "C", "O", "C", "O", "H", "C", "N", "C", "N", "C", "N", "C", "P", "C", "C", "H", "H", "H", "H", "H", "H", "H", "H", "H", "H", "H", "H"],
  "coordinates": [[2.5358, 4.2843, 1.1313], [3.3975, 3.5898, 0.8565], [1.9258, -0.7170, -1.2698], [1.4124, 1.8276, -2.7169], [1.5145, 0.7984, -2.1702], [1.9885, -1.4550, -2.8534], [1.9429, -1.7847, -3.9699], [4.7090, 1.0802, 0.1833], [4.9882, 0.5992, 1.2068], [3.9099, 0.3443, -1.1561], [4.4562, 0.7950, -2.1341], [0.9240, -1.8697, -1.2400], [-2.9831, 0.2475, 0.0088], [-2.5405, -1.1508, -0.1015], [-2.2760, -1.7420, 1.2259], [-1.3296, -0.9238, 2.0117], [-1.8051, 0.4679, 2.0962], [-2.0313, 1.0724, 0.7715], [-0.7637, 1.2577, 0.0368], [0.0581, -0.3799, -0.2548], [-1.3845, -1.2722, -0.9881], [0.0347, -1.0052, 1.4870], [-3.9512, 0.2460, 0.5257], [-3.0767, 0.6735, -1.0006], [-1.8576, -2.7517, 1.0972], [-3.2342, -1.7850, 1.7606], [-1.0421, 1.0649, 2.6111], [-2.7567, 0.4644, 2.6484], [-0.9797, 1.7361, -0.9273], [-0.1084, 1.9239, 0.6172], [-1.1488, -2.3381, -1.1167], [-1.6143, -0.8332, -1.9695], [0.7206, -0.4114, 2.1128], [0.3654, -2.0534, 1.4801]],
  "multiplicity": 5,
  "e_tot_ha": -2571.975904,
  "charge": 1,
  "relative_energy_kj_mol": 81.0
}

{
  "formula": "C11H13N2",
  "method": "ωB97M-V/def2-TZVPD",
  "symbols": ["C", "C", "C", "C", "C", "C", "C", "C", "C", "C", "C", "N", "N", "H", "H", "H", "H", "H", "H", "H", "H", "H", "H", "H", "H", "H"],
  "coordinates": [[1.9054, 1.3767, -1.9609], [2.7268, 1.5352, -0.9129], [-0.3409, -2.5107, -0.5920], [1.2983, 0.1319, -2.1503], [0.7669, -2.0705, -1.3649], [2.9473, 0.6407, 0.1636], [-1.0472, -1.6840, 0.3504], [1.4436, -0.7921, -1.0678], [2.3307, -0.4754, -0.1140], [-1.8598, 0.0269, 2.5213], [-2.4362, 1.5393, 0.6522], [-1.2119, -0.4381, 0.2348], [-1.7066, 0.3928, 1.2086], [1.7330, 2.2521, -2.5940], [3.3891, 2.4084, -0.7638], [-0.6202, -3.5257, -0.9381], [0.6629, -0.0483, -3.1466], [1.4109, -2.6373, -1.9312], [3.7019, 0.8207, 0.9894], [-1.6308, -2.1190, 1.1249], [-2.8755, -0.3331, 2.6722], [-1.2637, -0.8382, 2.7622], [-1.5341, 0.7525, 3.1897], [-2.1407, 2.3399, 1.2299], [-2.0595, 1.7876, -0.3563], [-3.5897, 1.4679, 0.7934]],
  "e_tot_ha": -535.939332,
  "charge": 1,
  "relative_energy_kj_mol": 851.7
}

{
  "formula": "C11H13N3",
  "method": "ωB97M-V/def2-TZVPD",
  "symbols": ["N", "C", "C", "N", "C", "C", "C", "C", "C", "C", "C", "C", "C", "N", "H", "H", "H", "H", "H", "H", "H", "H", "H", "H", "H", "H", "H"],
  "coordinates": [[4.0004, -0.5990, 1.2273], [3.3996, -1.3501, 0.0735], [3.1161, -0.1958, -1.0029], [2.2559, 0.8797, -0.4071], [0.8914, 0.8155, -0.2686], [0.1904, 2.1332, -0.0084], [-1.2166, 2.0125, 0.2242], [-1.9299, 0.7471, 0.0666], [-3.2902, 0.6816, 0.1958], [-3.9670, -0.6100, 0.2299], [-3.3197, -1.7680, -0.0540], [-1.8832, -1.6814, -0.2502], [-1.1572, -0.4051, -0.1248], [0.2416, -0.3544, -0.2274], [3.5573, 0.0230, 1.9475], [4.7651, -1.2842, 1.7764], [2.5065, -1.7978, 0.3577], [4.1417, -2.0697, -0.3927], [2.5983, -0.5616, -2.0005], [4.0496, 0.3384, -1.2944], [2.6896, 1.8702, -0.3521], [0.6904, 3.1123, 0.1920], [-1.8063, 2.8675, 0.3457], [-3.7321, 1.5215, 0.6514], [-5.0003, -0.5921, 0.6886], [-3.7918, -2.6781, -0.2143], [-1.1560, -2.5103, -0.3415]],
  "e_tot_ha": -591.151750,
  "charge": 0,
  "relative_energy_kj_mol": 170.7
}

{
  "formula": "C11H13N7O2PdS3",
  "method": "ωB97M-V/def2-TZVPD",
  "symbols": ["Pd", "S", "C", "C", "C", "C", "N", "C", "C", "C", "S", "C", "N", "H", "H", "C", "O", "C", "O", "N", "N", "H", "H", "H", "H", "H", "H", "N", "N", "C", "N", "S", "H", "H", "H", "H", "H"],
  "coordinates": [[-0.4826, 0.3152, -0.1479], [-0.3543, -1.7406, -1.3694], [1.2901, -1.9876, -1.5150], [1.7603, -3.2590, -1.9284], [3.1064, -3.4904, -2.0231], [3.5846, -4.7650, -2.4793], [3.9772, -5.7783, -2.8562], [4.0461, -2.4633, -1.6632], [3.6093, -1.2077, -1.2913], [2.2353, -0.9294, -1.2529], [1.7230, 0.6674, -1.0280], [5.4494, -2.7487, -1.6695], [6.5750, -2.9876, -1.6467], [1.0586, -4.0510, -2.1608], [4.3266, -0.4340, -1.0524], [-5.1287, 3.0850, 0.4280], [-4.1653, 2.2096, 1.0621], [-3.2145, 1.6294, 0.3738], [-2.3569, 0.9705, 0.9676], [-3.2188, 1.7910, -0.9736], [-2.2082, 1.1948, -1.7339], [-5.7387, 3.4699, 1.2337], [-5.7615, 2.5250, -0.2608], [-4.6223, 3.9076, -0.0741], [-3.9945, 2.2199, -1.4486], [-1.8118, 1.8767, -2.3685], [-2.6034, 0.4384, -2.2803], [-0.2389, -0.5577, 2.0852], [0.1799, 0.3632, 3.0367], [0.4886, 1.6166, 2.7080], [0.8465, 2.4347, 3.6860], [0.4690, 2.2201, 1.1111], [-1.2275, -0.7529, 2.2152], [0.2926, -1.4149, 2.1819], [0.1538, 0.0867, 4.0077], [0.8783, 2.1546, 4.6545], [1.0773, 3.3918, 3.4723]],
  "e_tot_ha": -2282.543402,
  "charge": 2,
  "relative_energy_kj_mol": 107.9
}

{
  "formula": "C11H13N7O4V",
  "method": "ωB97M-V/def2-TZVPD",
  "symbols": ["V", "N", "N", "C", "N", "N", "N", "O", "O", "H", "H", "H", "H", "H", "O", "C", "O", "H", "N", "H", "H", "H", "N", "C", "C", "C", "C", "C", "C", "C", "C", "C", "H", "H", "H", "H"],
  "coordinates": [[0.9321, 1.7929, -0.8089], [2.9091, 1.2879, 1.8205], [3.5977, 0.1955, 1.3127], [3.3623, -0.2222, 0.0423], [4.0437, -1.2789, -0.4319], [2.4726, 0.4435, -0.6638], [2.1757, 0.1266, -1.9068], [2.7335, -0.7625, -2.5743], [1.2133, 0.8082, -2.3216], [3.5251, 2.0460, 2.1013], [2.2505, 1.0467, 2.5561], [4.2726, -0.3102, 1.8835], [4.6503, -1.8245, 0.1517], [3.8162, -1.5489, -1.3919], [1.0798, 3.1893, 0.6210], [1.9193, 3.8308, -0.0408], [2.3053, 3.5144, -1.1697], [2.3354, 4.7604, 0.4256], [-0.6347, 3.0814, -1.5085], [-1.2785, 2.5872, -2.1248], [-0.1704, 3.8186, -2.0342], [-1.1589, 3.4930, -0.7385], [-6.3391, -4.6541, 0.9329], [-5.4386, -3.9510, 0.8163], [-4.3471, -3.0705, 0.6722], [-3.3741, -3.2979, -0.3069], [-2.3464, -2.3982, -0.4773], [-2.2602, -1.2494, 0.3215], [-3.2191, -1.0491, 1.3238], [-4.2473, -1.9470, 1.4994], [-1.2395, -0.2979, 0.0940], [-0.3808, 0.5384, -0.1325], [-3.4328, -4.1811, -0.9273], [-1.5975, -2.5545, -1.2408], [-3.1460, -0.1729, 1.9510], [-4.9847, -1.7903, 2.2746]],
  "multiplicity": 2,
  "e_tot_ha": -2055.045801,
  "charge": 0,
  "relative_energy_kj_mol": 126.7
}

{
  "formula": "C11H13NO6PRuS2SbSe4",
  "method": "ωB97M-V/def2-TZVPD",
  "symbols": ["Ru", "O", "C", "O", "C", "C", "C", "C", "C", "N", "C", "O", "O", "H", "H", "H", "C", "C", "O", "P", "S", "S", "O", "C", "C", "H", "H", "H", "H", "H", "H", "H", "H", "H", "H", "Se", "Sb", "Se", "Se", "Se"],
  "coordinates": [[0.1842, -0.3376, -1.0797], [2.3933, 1.7434, -3.9848], [2.0130, 0.9934, -3.1003], [0.9157, 0.3324, -3.0375], [2.9069, 0.7393, -1.8937], [4.2832, 0.8893, -1.8980], [4.9931, 0.4734, -0.7817], [4.3163, -0.0696, 0.3023], [2.9369, -0.1506, 0.2454], [2.2736, 0.2652, -0.8277], [2.0615, -0.7505, 1.3427], [2.6042, -1.4640, 2.1826], [0.8377, -0.4218, 1.2370], [4.7577, 1.2998, -2.7777], [6.0733, 0.5474, -0.7655], [4.8205, -0.4503, 1.1792], [-6.0430, 1.3177, -0.0161], [-5.0356, 0.4043, -0.6762], [-3.8060, 1.1266, -0.8862], [-2.4805, 0.6690, -0.1425], [-0.9546, 1.8242, -0.6600], [-1.9945, -1.2354, -0.5374], [-2.9488, 0.8281, 1.3713], [-2.0066, 0.5153, 2.4366], [-1.9162, 1.7034, 3.3617], [-7.0034, 0.8076, 0.0770], [-6.1831, 2.2203, -0.6106], [-5.6982, 1.6033, 0.9772], [-5.3689, 0.0731, -1.6593], [-4.8504, -0.4816, -0.0653], [-1.0303, 0.2621, 2.0216], [-2.3995, -0.3680, 2.9406], [-1.5401, 2.5722, 2.8214], [-1.2234, 1.4770, 4.1733], [-2.8905, 1.9461, 3.7887], [2.9745, -2.9336, -2.2693], [3.4657, -4.4654, -0.3015], [5.9425, -4.1986, 0.0363], [3.7785, -6.7304, -1.3183], [0.8412, -2.5765, -1.2055]],
  "multiplicity": 6,
  "e_tot_ha": -12012.028170,
  "charge": -1,
  "relative_energy_kj_mol": 9.9
}

{
  "formula": "C11H13O3",
  "method": "ωB97M-V/def2-TZVPD",
  "symbols": ["C", "C", "C", "C", "C", "C", "C", "C", "C", "C", "C", "O", "O", "O", "H", "H", "H", "H", "H", "H", "H", "H", "H", "H", "H", "H", "H"],
  "coordinates": [[-0.3215, 2.3283, -1.7725], [-0.8193, 1.1279, -2.0774], [0.4933, 2.8261, -0.7311], [-0.4890, -0.0646, -1.4598], [-2.8754, 2.6668, -0.1947], [0.4961, 2.4810, 0.6465], [0.0551, -0.7955, -0.6745], [2.0308, -1.2802, 0.9938], [0.7047, -3.2141, -0.2029], [-0.5510, -1.9848, 1.4721], [0.5665, -1.7529, 0.3475], [-3.1498, 3.5052, -0.9136], [-2.6770, 1.8881, 0.6281], [0.6165, 3.3724, 1.5724], [-0.6004, 3.0413, -2.4681], [-1.3346, 0.9324, -3.0674], [0.8767, 3.9361, -0.7625], [0.2244, 1.4010, 0.8626], [2.3785, -1.6118, 1.8866], [1.9041, -0.1740, 1.1779], [2.7699, -1.4302, 0.2762], [1.3734, -3.4696, -0.9751], [1.0055, -3.9717, 0.6043], [-0.2883, -3.5236, -0.4559], [-0.8278, -0.9673, 1.8959], [-0.1064, -2.6406, 2.3113], [-1.4549, -2.6255, 1.0802]],
  "e_tot_ha": -652.591638,
  "charge": -1,
  "relative_energy_kj_mol": 278.6
}

{
  "formula": "C11H13O3",
  "method": "ωB97M-V/def2-TZVPD",
  "symbols": ["C", "C", "C", "C", "C", "C", "C", "C", "C", "C", "C", "O", "O", "O", "H", "H", "H", "H", "H", "H", "H", "H", "H", "H", "H", "H", "H"],
  "coordinates": [[-2.2530, 1.3469, -1.3208], [-3.0018, 2.3749, -0.7856], [-1.7889, 1.6155, 0.7915], [-1.3773, 0.8288, -0.2802], [3.6741, 0.4200, -0.4921], [3.0618, 0.0283, 0.6316], [-0.4455, -0.3221, -0.4230], [-0.1205, -1.0347, 0.6714], [0.1130, -0.5919, -1.7431], [-0.9425, -1.0200, 1.8485], [0.9601, -1.9311, 0.5777], [3.6209, 0.8281, -1.6861], [4.5911, -0.0953, 0.2680], [-2.7685, 2.5392, 0.4939], [-2.3808, 0.9980, -2.2684], [-3.7414, 2.8599, -1.2847], [-1.3962, 1.7381, 1.8000], [2.8309, 0.8624, 1.3423], [0.1378, -1.6467, -1.9564], [1.0402, -0.1013, -1.9408], [-0.6161, -0.1422, -2.4906], [-1.7459, -0.3601, 1.6134], [-0.3260, -0.8048, 2.8160], [-1.2931, -2.0757, 2.1200], [1.2483, -2.2614, -0.4694], [0.9841, -2.7638, 1.2915], [1.9350, -1.2887, 0.8754]],
  "e_tot_ha": -652.516920,
  "charge": -1,
  "relative_energy_kj_mol": 474.8
}